1.
# C4H5BrClNO

A 2-piece molecular cluster, C4H5BrClNO overall in a non-equilibrium geometry (the ωB97M-V functional and the def2-TZVPD basis, OMol25).

```
! RIJCOSX wB97M-V def2-TZVPD def2/J DEFGRID3
* xyz 0 1
C -0.28 -0.91 -0.89
C -0.27 -0.72 0.57
C -1.31 -0.94 1.43
Br -3.05 -1.37 0.88
N 0.94 -0.36 1.13
C 1.94 0.31 1.15
O 2.71 1.15 1.39
H 0.01 0.13 -1.25
H -1.22 -1.22 -1.35
H 0.58 -1.49 -1.37
H -1.02 -0.82 2.51
Cl 0.68 4.07 0.39
H 0.40 2.77 0.42
*
```

Gap between HOMO and LUMO ... 9.344 eV
Highest occupied orbital energy ... -9.02 eV
LUMO ... 0.32 eV
SMILES ... C/C(=C\Br)N=C=O.Cl
E ... -90330.457 eV
ΔE to the lowest compared entry with this formula, charge and spin ... 16.7 kcal/mol

Results of the Löwdin charge analysis, in e, for atoms 1 through 4:
1. C -0.071
2. C -0.464
3. C -0.558
4. Br 0.708

2.
# C2H4O4

A 2-piece molecular cluster, C2H4O4 overall (the ωB97M-V functional and the def2-TZVPD basis, OMol25).

```
! RIJCOSX wB97M-V def2-TZVPD def2/J DEFGRID3
* xyz 0 1
C -0.75 0.57 -0.70
C 1.41 -0.43 0.70
O -0.82 1.52 -1.59
O 2.04 0.55 0.45
O 0.77 -0.64 1.86
O 1.29 -1.47 -0.11
H -1.04 -0.36 -1.25
H -0.58 2.38 -1.20
H 0.86 0.12 2.45
H 0.70 -2.14 0.28
*
```

Gap between HOMO and LUMO ... 9.410 eV
Highest occupied orbital energy ... -8.76 eV
LUMO ... 0.65 eV
E ... -10326.300 eV
ΔE to the lowest compared entry with this formula, charge and spin ... 71.5 kcal/mol

Results of the Löwdin charge analysis, in e, for atoms 1 through 4:
1. C 0.022
2. C -0.748
3. O -0.021
4. O 0.110

3.
# C34H57AuN3O2SeSi

C34H57AuN3O2SeSi as an isolated structure in a non-equilibrium geometry (the ωB97M-V functional and the def2-TZVPD basis, OMol25).

```
! RIJCOSX wB97M-V def2-TZVPD def2/J DEFGRID3
* xyz 1 3
O -1.47 1.08 0.73
O -1.53 -0.49 -4.27
C -2.80 0.57 0.85
C -3.68 1.37 1.75
H -2.73 -0.47 1.19
H -3.15 0.55 -0.18
H -3.29 1.43 2.77
H -4.66 0.88 1.81
H -3.87 2.39 1.38
C -1.25 2.44 0.39
C -1.77 2.80 -0.97
H -0.16 2.62 0.45
H -1.72 3.05 1.17
H -1.15 2.34 -1.76
H -1.68 3.89 -1.09
H -2.82 2.53 -1.12
C -0.46 -0.59 -5.24
C -2.86 -0.38 -4.85
C 0.30 0.71 -5.35
H -0.83 -0.94 -6.23
H 0.22 -1.39 -4.87
H -0.34 1.52 -5.71
H 1.14 0.61 -6.04
H 0.70 1.00 -4.37
C -3.07 0.81 -5.75
H -3.55 -0.33 -3.99
H -3.09 -1.33 -5.38
H -2.82 1.75 -5.24
H -4.12 0.87 -6.06
H -2.46 0.75 -6.67
H -0.81 -2.31 -2.32
N 0.82 1.72 3.07
C 1.86 1.55 3.96
C 3.03 0.79 3.52
C 3.18 -0.03 2.43
C 2.02 2.41 5.13
H 1.03 2.45 5.75
H 2.28 3.41 4.91
H 2.75 1.94 5.82
C 4.54 -0.63 2.24
H 4.96 -0.37 1.26
H 4.52 -1.73 2.34
H 5.27 -0.27 2.99
N 2.29 -0.32 1.53
C -0.25 2.69 3.41
C -1.27 2.42 4.29
C -1.56 1.25 5.06
C -2.12 3.51 4.51
H -2.97 3.38 5.19
C -1.91 4.75 3.93
H -2.59 5.58 4.14
C -0.79 4.94 3.12
H -0.61 5.93 2.70
C 0.08 3.92 2.84
C 1.28 4.20 2.00
C 2.57 -0.78 0.20
C 2.65 -2.18 -0.03
C 2.34 -3.17 1.02
C 3.03 -2.60 -1.30
H 3.11 -3.67 -1.51
C 3.31 -1.69 -2.32
H 3.61 -2.05 -3.31
C 3.22 -0.32 -2.07
H 3.45 0.38 -2.87
C 2.86 0.16 -0.82
C 2.79 1.62 -0.57
Au 0.21 0.03 1.60
H -2.40 0.64 4.70
H -1.68 1.45 6.13
H -0.68 0.47 5.07
H 1.78 3.32 1.59
H 2.03 4.78 2.57
H 1.00 4.84 1.14
H 2.18 -4.19 0.60
H 1.41 -2.91 1.55
H 3.14 -3.27 1.78
H 3.38 1.92 0.31
H 1.75 1.95 -0.40
H 3.18 2.21 -1.42
H 3.83 0.91 4.20
C -0.28 -3.29 -2.14
Si -1.26 -4.79 -2.62
H 0.61 -3.23 -2.79
H 0.11 -3.39 -1.10
C -3.10 -4.59 -2.34
C -0.70 -6.29 -1.64
C -0.96 -5.23 -4.42
H -1.39 -6.22 -4.66
H 0.12 -5.27 -4.64
H -1.41 -4.50 -5.10
H -3.34 -4.54 -1.26
H -3.66 -5.44 -2.75
H -3.49 -3.68 -2.81
H -0.64 -6.06 -0.57
H 0.29 -6.63 -1.98
H -1.41 -7.12 -1.76
Se 1.03 0.55 6.78
C 0.77 0.41 5.02
N 0.55 0.20 3.76
*
```

Gap between HOMO and LUMO (alpha / beta) ... 6.587 / 5.318 eV
Highest occupied orbital energy (alpha / beta) ... -10.01 / -10.70 eV
LUMO (alpha / beta) ... -3.42 / -5.38 eV
Expectation value of S² ... 2.050
E ... -121647.882 eV

Results of the Löwdin charge analysis, in e, for atoms 1 through 4:
1. O -0.317
2. O -0.199
3. C -0.240
4. C -0.052